<P>
Density functional theory data (the ωB97M-V functional and the def2-TZVPD basis) for one molecule with the formula C3H6O2.

## Properties
SMILES = COCC=O
Orbital gap = 10.66 eV
Molecular weight = 74.08 g/mol
LUMO = 0.95 eV

Positions of all 11 atoms, in Å:
O 2.690 -0.121 -0.267
O -0.707 -0.387 0.751
C 1.568 0.154 0.078
C 0.438 -0.861 0.097
C -1.420 0.546 -0.031
H 0.789 -1.757 0.618
H -2.378 0.719 0.463
H 1.298 1.183 0.400
H -1.599 0.155 -1.043
H -0.889 1.507 -0.120
H 0.211 -1.139 -0.946

<Q>
Density functional theory data (the ωB97M-V functional and the def2-TZVPD basis) for a 2-piece molecular cluster, C3H6O2 overall.

## Properties
Orbital gap = 9.62 eV
Molecular weight = 74.08 g/mol
LUMO = 0.35 eV

Positions of all 11 atoms, in Å:
O -0.137 -2.365 1.290
O -1.338 2.029 -1.200
C -0.273 -1.107 1.633
C -0.681 1.028 -1.048
C 0.775 1.003 -0.678
H 1.206 2.003 -0.759
H 0.855 0.639 0.357
H -1.155 0.025 -1.156
H 1.320 0.295 -1.313
H -1.372 -0.949 1.505
H 0.802 -2.600 1.370

Of the structures shown above, <Q> is the least stable.